Record 1
{
  "formula": "C30H83N12O16Sr",
  "method": "the ωB97M-V functional and the def2-TZVPD basis",
  "e_lumo_ha": -0.14641,
  "e_homo_ev": -9.088,
  "charge": 1,
  "homo_lumo_gap_ev": 5.103,
  "energy_ha": -3084.1254,
  "species": ["N", "H", "H", "N", "O", "N", "C", "C", "N", "H", "H", "H", "H", "N", "H", "H", "C", "O", "H", "H", "H", "C", "H", "H", "O", "C", "H", "C", "H", "H", "H", "C", "H", "H", "C", "H", "H", "H", "C", "H", "H", "H", "H", "H", "O", "N", "Sr", "O", "H", "H", "H", "O", "H", "H", "C", "C", "N", "N", "H", "H", "H", "C", "H", "N", "C", "H", "C", "H", "H", "H", "H", "C", "H", "C", "H", "C", "O", "O", "O", "O", "H", "H", "H", "O", "H", "O", "H", "H", "H", "H", "C", "H", "N", "H", "O", "H", "N", "C", "H", "H", "H", "H", "H", "H", "C", "H", "H", "C", "C", "H", "C", "H", "N", "H", "H", "H", "H", "H", "H", "H", "O", "H", "H", "C", "C", "H", "C", "H", "H", "C", "H", "C", "H", "H", "C", "O", "H", "H", "H", "O", "H", "C"],
  "coordinates": [[-4.14, 0.27, 3.04], [3.97, 1.82, -5.37], [5.20, 0.05, -6.61], [-6.33, 0.53, 2.76], [5.77, 1.38, -8.68], [3.95, -2.81, 2.56], [4.42, 0.69, -7.00], [-3.78, 1.77, -3.05], [3.67, 0.92, -5.73], [3.43, 0.88, 0.59], [-2.00, -1.08, 4.19], [-3.88, -4.27, -1.42], [-0.96, -4.87, 0.93], [-6.80, 0.45, -0.97], [7.01, 1.94, 1.33], [0.44, -0.80, -1.31], [-3.79, -3.22, -1.18], [-4.76, -1.93, 4.75], [-9.97, 0.90, 0.41], [7.76, 1.35, -9.38], [8.97, 5.69, 2.08], [3.87, 1.26, -0.34], [8.23, 4.91, 3.33], [10.56, 2.60, 2.35], [8.90, 3.73, 1.76], [-9.26, 2.08, 2.45], [-0.55, -1.60, 2.31], [-4.32, -2.52, 6.02], [2.20, -4.38, 2.21], [-1.83, 2.12, -3.49], [-4.62, -0.78, -1.74], [-1.86, -2.15, 4.00], [1.54, 1.39, 1.90], [-3.42, -2.79, -2.12], [-0.65, -2.33, 3.10], [-6.36, 1.02, -0.27], [-8.29, 1.88, -1.00], [3.70, 0.45, -1.05], [-6.53, -0.96, -0.63], [7.92, -0.76, 0.54], [-4.43, -3.59, 5.88], [-2.75, -2.56, 3.52], [10.10, 4.79, 3.08], [1.23, -3.83, -3.89], [-8.37, 1.50, 1.50], [-2.74, 1.83, -3.82], [-2.86, 2.80, 0.45], [1.26, -2.94, -3.53], [1.58, 0.72, -4.07], [-2.70, 1.02, -4.42], [4.68, -2.13, 2.70], [5.30, 1.29, -0.11], [-0.37, 1.20, 4.34], [0.43, 1.54, -4.80], [1.52, 1.55, -4.77], [-5.05, -1.29, -0.88], [7.65, 1.17, 1.26], [2.21, -3.64, 1.53], [-9.97, 2.72, 1.92], [-7.05, 0.91, 2.16], [3.70, -3.57, 3.17], [3.09, -2.63, 1.58], [-2.53, -2.45, 7.34], [-1.90, -2.88, 5.32], [5.88, 0.02, 0.13], [-9.80, 1.35, 3.05], [1.22, 3.25, -3.04], [4.27, 2.60, -8.19], [-7.07, -1.70, -1.22], [2.31, 1.80, -6.90], [-6.19, -3.39, 4.37], [-1.00, 0.73, -0.39], [-6.50, -0.12, 3.51], [-5.12, 0.78, 2.38], [-5.29, 0.71, -3.09], [7.37, 0.14, 0.29], [1.86, 2.91, -4.31], [-4.88, 1.57, 1.48], [-2.06, 0.43, 0.17], [-5.07, -2.69, -1.02], [-3.14, -3.07, -0.32], [1.14, 0.15, -0.01], [7.65, 1.98, -7.81], [-4.04, 2.45, -2.09], [-6.23, -1.98, 3.39], [-0.84, 1.84, -0.98], [7.30, 0.31, -7.98], [1.61, -3.06, -2.65], [-2.29, -3.80, 1.21], [8.98, 2.25, 3.29], [9.47, 2.55, 2.36], [9.37, 1.83, 0.42], [0.54, 0.96, 4.69], [1.53, -3.57, 0.78], [3.00, -1.75, 0.81], [-4.28, -0.44, 3.74], [0.92, 1.30, 2.69], [-2.85, -2.20, 6.33], [4.00, -0.02, -7.71], [-6.71, -1.20, 0.42], [-8.86, -0.45, 0.81], [7.82, 0.51, -0.63], [-8.93, 0.26, -1.53], [0.85, 0.69, 5.62], [7.15, 1.27, -8.48], [5.51, -0.66, -0.63], [1.89, 0.18, -6.46], [-8.93, 0.60, 0.53], [1.43, 0.96, 3.80], [3.46, 2.21, -0.67], [-6.04, -2.31, 4.41], [0.02, 1.76, 2.79], [-4.51, 0.96, -3.68], [-3.21, 0.60, 2.80], [5.53, 2.57, -6.95], [-8.71, 2.72, 3.14], [2.95, -2.26, -0.88], [-4.47, -1.03, 0.01], [-4.14, 0.50, -4.50], [-6.80, -2.08, 5.15], [2.93, -2.84, -1.64], [3.58, -2.46, -2.24], [-0.84, -3.10, 0.54], [9.08, 1.39, 1.37], [9.09, 4.78, 2.68], [0.06, -1.05, 0.33], [0.20, -0.25, -0.40], [1.66, 4.16, -2.63], [-2.85, -1.11, 6.45], [-1.21, -3.85, 1.24], [-4.99, -2.02, 6.72], [-8.25, 0.79, -0.87], [-0.96, -2.80, 5.68], [0.30, -2.08, 3.57], [5.02, 1.97, -7.70], [-0.70, -3.62, 2.52], [9.51, 0.45, 1.73], [1.26, 2.45, -2.31], [5.43, -0.40, 1.03], [2.66, 0.76, 3.98], [0.16, 3.46, -3.16], [2.33, 1.10, -6.07]]
}

---

Record 2
{
  "formula": "C30H84F6N7O13S2",
  "method": "the ωB97M-V functional and the def2-TZVPD basis",
  "e_lumo_ha": -0.25867,
  "e_homo_ev": -7.878,
  "relative_energy_kcal_mol": 179.1,
  "charge": 5,
  "homo_lumo_gap_ev": 0.839,
  "energy_ha": -3948.3245,
  "species": ["H", "H", "C", "O", "O", "H", "H", "H", "N", "C", "H", "H", "H", "C", "H", "H", "H", "H", "C", "H", "C", "H", "N", "N", "H", "H", "H", "H", "H", "C", "H", "H", "H", "H", "H", "H", "C", "O", "N", "H", "C", "H", "C", "H", "H", "H", "O", "H", "H", "H", "C", "H", "H", "H", "H", "H", "H", "H", "O", "C", "H", "H", "H", "H", "H", "H", "C", "C", "O", "H", "H", "O", "C", "C", "H", "H", "H", "H", "H", "H", "N", "F", "O", "H", "H", "F", "C", "H", "H", "H", "H", "C", "H", "H", "C", "S", "H", "C", "H", "H", "O", "N", "H", "C", "O", "H", "H", "H", "H", "C", "C", "C", "F", "H", "O", "C", "H", "F", "O", "O", "C", "H", "H", "C", "F", "H", "C", "C", "H", "H", "F", "H", "H", "H", "H", "H", "C", "N", "H", "C", "S", "H"],
  "coordinates": [[10.27, 4.92, 5.13], [2.99, 4.73, -6.91], [4.42, 6.65, -8.07], [-6.07, -4.66, 4.94], [-1.09, -0.09, 3.99], [9.57, 3.70, 7.01], [8.62, 5.47, 4.79], [7.98, 4.46, 7.02], [-3.71, 4.18, 5.14], [-8.54, 2.23, -6.25], [7.01, -6.11, -7.05], [10.05, 6.56, 4.78], [9.57, -6.80, -8.36], [9.45, 5.87, 6.74], [-4.31, -2.49, 5.56], [-10.40, 1.60, -5.71], [-7.84, 4.28, -6.32], [7.36, 3.97, 9.31], [9.59, 5.70, 5.26], [8.69, 2.78, 9.19], [-1.91, -7.48, -3.08], [-0.51, 5.67, -6.38], [-1.69, -8.94, -3.12], [10.82, 6.23, 7.27], [8.83, 6.71, 7.02], [-9.35, 0.46, -5.32], [8.52, -8.33, -8.59], [-3.45, 4.74, 5.90], [-6.72, -5.56, 3.23], [8.69, -7.39, -6.56], [4.44, 7.58, -8.55], [-9.45, 5.76, -4.78], [1.92, 7.37, -4.44], [-6.81, 7.28, 6.24], [-1.44, -5.78, -1.96], [-5.50, -2.91, 6.59], [-5.29, -5.23, 6.00], [1.22, 1.32, 2.40], [1.41, 7.24, -5.31], [-3.38, -4.46, 5.36], [8.37, 3.78, 9.57], [-9.70, 4.98, -3.17], [-5.73, -5.29, 3.64], [-9.54, 2.41, -8.19], [-5.05, -6.32, 5.88], [-3.98, -7.83, -2.64], [6.53, -8.18, -6.86], [-3.68, -7.34, -4.26], [-4.91, 6.67, 3.32], [11.53, 5.63, 6.89], [9.26, -7.76, -7.94], [-5.12, -6.18, 3.88], [4.18, 5.78, -8.72], [-2.21, -4.45, 7.50], [-3.96, -2.43, 7.11], [-3.60, -6.15, -3.03], [-3.60, 6.97, 4.47], [-5.87, -5.17, 6.91], [-2.55, -0.76, 5.75], [-3.41, -7.14, -3.22], [-8.09, 5.59, -3.73], [0.49, 4.36, -6.88], [-8.47, 0.99, -8.07], [0.44, 7.46, -5.15], [-3.06, 3.39, 4.96], [-5.22, -4.50, 3.09], [9.02, 4.59, 7.41], [0.79, -6.33, -0.93], [-8.82, 3.83, -4.62], [-9.67, 4.06, -6.49], [4.96, -6.97, -7.46], [3.29, 6.74, -7.18], [-6.22, 7.41, 5.33], [-4.05, 4.86, 3.83], [10.72, 5.94, 8.26], [8.33, -9.39, -6.12], [-3.21, 4.94, 3.17], [-2.10, -9.45, -3.82], [9.81, -8.86, -5.52], [-7.57, 1.86, -5.88], [8.82, -8.61, -5.63], [-3.71, -1.53, 3.42], [0.74, -1.11, 2.37], [4.82, -8.59, -7.92], [-9.25, 1.96, -4.47], [-3.68, 0.35, 2.30], [6.17, -0.93, 6.75], [5.95, -7.60, -8.73], [-3.65, -4.45, 8.45], [5.34, 6.46, -7.46], [0.25, -5.32, -0.88], [-3.23, -4.82, 7.50], [-6.82, 7.51, 4.41], [-4.58, 3.75, 5.56], [-8.58, 2.04, -7.83], [0.91, 0.00, 3.14], [-1.81, -7.22, -0.87], [7.25, -6.99, -6.49], [0.67, 5.87, -7.76], [-0.69, -9.16, -3.23], [-5.36, 6.23, 5.26], [-4.54, -3.02, 6.44], [1.41, 5.24, -4.93], [1.62, 5.82, -5.82], [9.18, 4.68, 8.80], [1.80, -6.34, -1.25], [-5.65, 8.34, 5.46], [11.13, 7.19, 7.30], [-4.86, 3.37, 2.34], [-3.78, -0.18, 3.55], [-4.43, 6.28, 4.24], [0.50, 5.48, -6.77], [5.92, -2.14, 6.94], [0.74, -6.73, 0.06], [0.06, -7.24, -1.78], [-4.02, -4.45, 6.25], [1.96, 7.73, -6.08], [7.03, -0.67, 5.88], [1.51, -0.09, 4.42], [-2.47, 1.53, 5.09], [-1.28, -6.90, -1.83], [7.01, -6.76, -5.44], [-7.84, 2.73, -8.31], [-9.01, 5.15, -4.04], [6.04, 0.17, 7.77], [10.22, -8.36, -7.82], [-5.16, 4.09, 3.13], [5.51, -7.81, -7.79], [-5.71, 4.90, 2.58], [8.35, -8.33, -4.78], [-4.90, 0.15, 4.15], [-1.33, -6.97, -3.88], [-3.08, -5.90, 7.45], [-5.87, 3.72, 3.86], [3.74, 5.60, -5.55], [8.57, 3.87, 10.65], [-8.73, 3.72, -5.98], [-9.47, 1.49, -5.38], [9.34, -6.60, -6.12], [3.04, 5.66, -6.35], [-2.40, 0.17, 4.74], [-2.00, -9.38, -2.22]]
}

---

Record 3
{
  "formula": "C30H84KN2O26P",
  "method": "the ωB97M-V functional and the def2-TZVPD basis",
  "e_lumo_ha": 0.10143,
  "e_homo_ev": -0.927,
  "relative_energy_kcal_mol": 98.5,
  "charge": -2,
  "homo_lumo_gap_ev": 3.687,
  "energy_ha": -4200.3292,
  "species": ["H", "C", "H", "H", "C", "H", "H", "O", "H", "C", "H", "H", "H", "H", "N", "H", "H", "P", "H", "H", "H", "H", "C", "O", "H", "O", "C", "H", "O", "H", "O", "H", "H", "H", "H", "C", "H", "H", "H", "H", "C", "C", "H", "H", "H", "H", "C", "C", "H", "C", "C", "O", "C", "C", "O", "O", "H", "C", "O", "H", "H", "H", "C", "H", "O", "O", "H", "H", "H", "H", "H", "H", "O", "O", "O", "H", "H", "C", "H", "H", "H", "H", "O", "O", "H", "O", "H", "H", "O", "C", "H", "H", "H", "O", "H", "H", "H", "O", "H", "O", "H", "H", "H", "H", "O", "C", "H", "H", "O", "K", "C", "C", "C", "H", "C", "H", "H", "H", "H", "C", "H", "H", "C", "C", "H", "C", "H", "O", "H", "H", "H", "O", "C", "H", "H", "H", "H", "H", "C", "H", "H", "O", "C", "N"],
  "coordinates": [[0.36, 3.70, 3.60], [3.36, 1.85, -4.54], [8.57, -0.52, -4.47], [8.24, -2.12, -3.78], [-5.58, -0.17, -1.21], [-2.54, -3.88, 2.49], [3.96, 1.88, -5.45], [-1.84, 6.30, 0.12], [-0.70, -2.34, 2.64], [5.60, -1.84, -3.78], [-1.56, -0.80, -1.04], [5.34, 1.93, -0.61], [-3.68, 2.74, -4.57], [4.12, 0.78, 1.14], [-1.22, -2.87, 4.46], [5.16, 3.25, 0.49], [2.72, 4.22, -4.52], [-3.03, 3.04, 0.15], [-1.99, 5.40, 0.42], [-2.87, -0.90, -3.61], [0.89, -2.86, -2.09], [0.65, -3.90, 6.21], [4.52, -1.25, -2.81], [-3.01, -1.74, -4.06], [-2.24, 3.39, -5.34], [0.54, 4.66, 0.70], [-2.49, -6.43, 2.62], [2.47, -4.31, 1.18], [-1.75, 0.82, 2.33], [1.05, -2.42, 7.04], [4.71, 1.48, 1.44], [-2.47, 3.29, -2.54], [-1.08, -4.43, 1.52], [-3.96, -0.58, -5.41], [-4.23, 1.00, 2.17], [-3.30, -1.45, -5.41], [0.41, -3.72, 3.24], [-3.43, -1.07, 2.47], [-1.78, -3.63, 4.83], [0.74, 5.34, 4.03], [-2.30, 0.35, 3.59], [-3.54, -0.45, 3.36], [-5.13, -3.47, -5.01], [5.13, 0.66, -3.01], [3.71, -4.23, 2.53], [3.51, 3.07, -1.26], [-2.61, 2.94, -4.42], [-0.40, -3.94, 8.60], [-0.55, 7.72, -0.11], [-0.38, -2.15, 5.36], [0.23, -2.95, 6.56], [0.58, -4.57, -0.93], [7.88, -1.37, -4.48], [0.03, 4.53, 4.22], [2.00, 2.22, -4.55], [6.66, -0.89, -3.98], [0.28, 5.81, -1.12], [-1.33, 4.84, 3.67], [-3.69, 1.90, 0.95], [7.68, -1.79, -5.47], [-2.06, 4.02, 3.66], [-0.61, 7.21, 1.59], [-0.58, -3.25, 3.23], [4.94, -5.05, 0.92], [-5.47, 1.20, -1.21], [-3.48, -0.43, -0.14], [1.25, -4.83, -1.57], [-4.56, 1.46, -1.09], [-6.63, -0.43, -1.10], [3.44, -1.93, 0.53], [3.83, 2.47, -3.77], [1.91, 3.68, -6.00], [-2.41, 3.84, -3.33], [-1.81, 5.89, 4.47], [-2.39, 0.75, -3.08], [-4.75, -2.02, -0.16], [5.10, -2.18, -4.69], [3.39, -2.30, 1.56], [-3.86, -2.44, -7.29], [-0.36, -4.94, 8.15], [-1.98, 1.03, -5.06], [-2.19, -7.47, 2.53], [-5.10, -3.15, -5.91], [-0.80, -3.06, 7.52], [1.52, -2.81, -0.55], [4.34, -4.36, 0.62], [-0.89, -2.34, 0.41], [-2.58, 1.18, 4.24], [-0.03, 4.04, 5.57], [3.35, 0.36, -4.09], [-2.52, -6.47, 1.53], [2.44, -2.07, 2.03], [-1.10, -3.89, 9.43], [-3.98, 4.21, -0.24], [0.85, 4.15, 5.93], [-0.33, 4.29, 0.87], [-5.24, -0.66, 0.89], [-1.76, 3.58, 0.79], [-3.87, -0.97, 4.26], [-2.71, 2.43, -1.30], [-2.37, -1.14, -5.90], [3.26, 0.97, -1.35], [3.67, -0.20, -4.97], [-3.44, -6.35, 3.14], [-0.66, -1.15, -1.10], [0.48, 5.90, -0.05], [0.41, -1.61, 4.84], [4.91, -1.45, -1.81], [-1.48, -5.51, 3.16], [-0.21, 1.51, -0.19], [3.40, -3.88, 1.54], [0.60, -3.10, -1.06], [4.72, 2.29, 0.21], [-2.22, 1.57, 1.96], [3.39, 2.46, -0.37], [0.57, -3.71, 9.02], [-0.89, -1.21, 5.58], [-5.30, -0.44, -2.23], [-0.84, 2.04, -4.00], [-0.60, 6.87, 0.56], [-1.24, 5.30, 2.69], [-1.40, 5.64, 5.30], [-4.80, -0.94, -0.06], [-3.77, -2.74, -6.24], [-3.14, -3.62, -6.23], [-1.51, -4.24, 2.50], [0.93, 3.88, -4.59], [4.56, -1.86, 2.20], [2.85, 2.90, 0.47], [5.92, -2.77, -3.31], [-1.47, -0.18, 4.04], [-4.52, 0.54, 2.97], [-1.83, 1.60, -4.15], [1.51, 6.27, 0.01], [3.58, -1.80, -2.91], [5.29, -2.11, 1.62], [-3.44, 0.49, 0.13], [-2.58, 1.39, -2.39], [1.93, 3.59, -4.92], [-1.66, -2.95, -0.94], [2.40, -0.04, -3.73], [2.80, 1.31, -0.58], [-0.73, -2.47, -0.66], [4.24, 0.19, -2.93]]
}

---

Number 2 is which compound?
C30H84F6N7O13S2